# 1
# H6N2O3Si

A 2-piece molecular cluster, H6N2O3Si overall (the ωB97M-V functional and the def2-TZVPD basis, the OMol25 dataset).

* HOMO: -9.109 eV
* structure (SMILES): [H]/N=N\[H].O[SiH](O)O
* LUMO: 0.09 eV
* multiplicity: 1
* gap between HOMO and LUMO: 9.20 eV

Bonds (Å) are listed after each position.
CARTESIAN COORDINATES (ANGSTROEM)
1 H -1.61064 0.60198 -0.11959  N12 0.971
2 H 1.38957 2.02501 0.57826  O8 0.884
3 H 0.21045 -1.69395 0.97123  O11 0.907
4 O 2.58846 -0.48310 -0.34049  Si6 1.638, H10 0.978
5 H -2.30394 -1.12583 0.17867  N9 1.025
6 Si 1.01284 -0.03895 -0.40134  O4 1.638, H7 1.465, O8 1.659, O11 1.607
7 H 0.43344 -0.04984 -1.74642  Si6 1.465
8 O 0.78263 1.45320 0.28548  H2 0.884, Si6 1.659
9 N -3.05771 -0.43216 0.22291  H5 1.025, N12 1.223
10 H 3.09316 0.20003 0.14462  O4 0.978
11 O 0.04071 -1.11108 0.29679  H3 0.907, Si6 1.607
12 N -2.57896 0.65470 -0.07013  H1 0.971, N9 1.223


# 2
# H6N3OPS

A 2-piece molecular cluster, H6N3OPS overall (the ωB97M-V functional and the def2-TZVPD basis, the OMol25 dataset).

* HOMO (spin up / spin down): -8.543 / -8.579 eV
* LUMO (spin up / spin down): -2.48 / -2.48 eV
* multiplicity: 1
* gap between HOMO and LUMO (spin up / spin down): 6.06 / 6.10 eV

Bonds (Å) are listed after each position.
CARTESIAN COORDINATES (ANGSTROEM)
1 H 0.80313 0.17969 -1.60280  N12 0.983
2 P -0.51724 0.06575 0.18831  N3 1.697, O8 1.567, N12 1.725
3 N -0.58034 -1.54075 -0.35545  P2 1.697, H7 0.941, H9 1.021
4 H 2.02380 1.61620 0.49854  N11 1.008
5 S -3.70430 -0.50047 0.40812  no bonds
6 H 0.99563 2.54560 -0.50896  N11 1.078
7 H -0.79635 -1.45880 -1.26737  N3 0.941
8 O 0.05470 -0.07157 1.64098  P2 1.567, H10 1.000
9 H -1.35878 -1.96769 0.14967  N3 1.021
10 H 0.53906 -0.90409 1.91168  O8 1.000
11 N 1.58710 1.65040 -0.40894  H4 1.008, H6 1.078, N12 1.436
12 N 0.95358 0.38574 -0.65380  H1 0.983, P2 1.725, N11 1.436


# 3
# H6NO

A 2-piece molecular cluster, H6NO overall (the ωB97M-V functional and the def2-TZVPD basis, the OMol25 dataset).

* HOMO: -16.548 eV
* LUMO: -4.25 eV
* charge: +1
* multiplicity: 1
* gap between HOMO and LUMO: 12.30 eV

Bonds (Å) are listed after each position.
CARTESIAN COORDINATES (ANGSTROEM)
1 H 1.96806 -0.61855 -0.31733  O6 0.984
2 H -0.51255 1.71681 0.39493  N3 1.038
3 N -0.92467 0.77318 0.26390  H2 1.038, H4 1.038, H7 1.038, H8 1.038
4 H -1.50201 0.53032 1.09163  N3 1.038
5 H 1.42391 -1.98952 -0.81630  O6 0.984
6 O 1.23189 -1.25823 -0.18654  H1 0.984, H5 0.984
7 H -0.16407 0.07516 0.15572  N3 1.038
8 H -1.52056 0.77084 -0.58601  N3 1.038


These records have energy relative to the best compared isomer or geometry (same formula, charge and spin) values of 182.0; 384.7; 17.3 kJ/mol, in the order they appear.